## i
{"formula": "C3H3O3P", "method": "ωB97M-V/def2-TZVPD", "symbols": ["C", "C", "P", "O", "H", "H", "H", "O", "C", "O"], "coordinates": [[-1.64, -0.12, 0.23], [-1.40, 1.05, -0.28], [0.19, 1.86, -0.14], [1.00, 0.93, 0.63], [-0.79, -0.75, 0.60], [-2.57, -0.72, 0.37], [-2.08, 1.87, -0.65], [2.11, -2.43, 0.07], [2.41, -1.37, -0.28], [2.76, -0.33, -0.55]], "nbo_charge": [-0.252, -0.701, 1.308, -0.998, 0.212, 0.209, 0.220, -0.530, 1.025, -0.493], "homo_energy_ev": -9.54, "smiles": "C=CP=O.O=C=O", "homo_lumo_gap_ev": 8.52}

=====

## ii
{"formula": "C3H3O3P", "method": "ωB97M-V/def2-TZVPD", "symbols": ["C", "C", "P", "O", "H", "H", "H", "O", "C", "O"], "coordinates": [[0.73, -1.47, 0.21], [-0.30, -1.53, 1.07], [-1.55, -0.20, 1.16], [-1.01, 0.96, 0.36], [0.89, -0.63, -0.53], [1.64, -1.99, 0.37], [-0.39, -2.30, 1.67], [0.85, 3.16, -1.44], [0.00, 2.38, -1.43], [-0.87, 1.62, -1.45]], "nbo_charge": [-0.250, -0.644, 1.248, -0.968, 0.205, 0.194, 0.201, -0.529, 1.024, -0.482], "homo_energy_ev": -9.43, "smiles": "C=CP=O.O=C=O", "homo_lumo_gap_ev": 8.31}

=====

Least stable structure: ii

=====

## i
{"formula": "C2FI2O2", "method": "ωB97M-V/def2-TZVPD", "symbols": ["C", "C", "O", "O", "F", "I", "I"], "coordinates": [[-0.96, 0.12, -0.72], [1.29, -0.08, 0.64], [-0.46, 0.52, -1.65], [-1.66, -0.29, 0.07], [1.56, -0.02, 2.01], [2.17, -1.95, -0.15], [2.44, 1.67, -0.13]], "nbo_charge": [1.047, -0.210, -0.531, -0.549, -0.448, -0.148, -0.160], "homo_energy_ev": -3.46, "charge": -1, "homo_lumo_gap_ev": 6.55}

=====

## ii
{"formula": "C2FI2O2", "method": "ωB97M-V/def2-TZVPD", "symbols": ["C", "C", "O", "O", "F", "I", "I"], "coordinates": [[1.68, 1.30, 0.03], [-0.83, -1.32, 0.20], [1.74, 1.17, -1.10], [1.71, 1.41, 1.17], [-1.92, -2.17, 0.49], [-1.35, 0.55, 1.17], [-1.03, -0.94, -1.96]], "nbo_charge": [1.031, -0.218, -0.516, -0.522, -0.455, -0.157, -0.163], "homo_energy_ev": [-3.21, -3.21], "charge": -1, "homo_lumo_gap_ev": [6.39, 6.39]}

=====

Least stable structure: ii

=====

## i
{"formula": "C2H10NS", "method": "ωB97M-V/def2-TZVPD", "symbols": ["C", "N", "C", "H", "H", "H", "H", "H", "H", "H", "H", "S", "H", "H"], "coordinates": [[-1.13, -1.01, 0.31], [0.07, -1.10, -0.57], [0.42, 0.19, -1.24], [-1.38, -2.01, 0.66], [-0.90, -0.37, 1.15], [-1.96, -0.59, -0.24], [-0.05, -1.81, -1.28], [0.86, -1.41, -0.01], [-0.27, 0.32, -2.07], [1.43, 0.16, -1.64], [0.27, 0.99, -0.52], [0.39, 2.31, 2.19], [1.41, 1.44, 2.16], [0.85, 2.88, 1.09]], "nbo_charge": [-0.428, -0.481, -0.426, 0.242, 0.249, 0.240, 0.435, 0.434, 0.236, 0.243, 0.241, -0.257, 0.132, 0.139], "homo_energy_ev": -13.29, "charge": 1, "homo_lumo_gap_ev": 9.63}

=====

## ii
{"formula": "C2H10NS", "method": "ωB97M-V/def2-TZVPD", "symbols": ["C", "S", "C", "H", "H", "H", "H", "H", "H", "N", "H", "H", "H", "H"], "coordinates": [[2.26, -1.18, -1.10], [1.10, -1.77, 0.14], [-0.36, -0.64, -0.15], [2.48, -0.04, -1.02], [1.91, -1.34, -2.15], [3.27, -1.72, -0.92], [-1.02, -0.76, 0.73], [-0.05, 0.41, -0.25], [-0.89, -0.92, -1.02], [-1.77, 1.63, 1.15], [-0.82, 1.26, 1.45], [-1.67, 2.43, 0.50], [-2.12, 0.80, 0.68], [-2.32, 1.85, 1.94]], "nbo_charge": [-0.782, 0.236, -0.752, 0.219, 0.230, 0.267, 0.183, 0.177, 0.233, -0.868, 0.475, 0.469, 0.461, 0.453], "homo_energy_ev": -12.04, "charge": 1, "homo_lumo_gap_ev": 7.69}

=====

Least stable structure: ii

=====

## i
{"formula": "C2H10NS", "method": "ωB97M-V/def2-TZVPD", "symbols": ["N", "H", "H", "H", "H", "C", "C", "S", "H", "H", "H", "H", "H", "H"], "coordinates": [[-1.29, -0.48, 2.20], [-1.56, -0.18, 3.15], [-1.84, -1.29, 1.90], [-0.29, -0.70, 2.09], [-1.46, 0.31, 1.53], [1.30, -0.46, -1.35], [0.89, 0.98, -1.06], [-0.91, 1.08, -0.55], [1.10, -1.08, -0.47], [0.67, -0.89, -2.13], [2.34, -0.49, -1.63], [0.90, 1.58, -1.96], [1.46, 1.45, -0.27], [-1.31, 0.17, -1.44]], "nbo_charge": [-0.888, 0.453, 0.452, 0.454, 0.462, -0.613, -0.462, -0.114, 0.187, 0.219, 0.242, 0.234, 0.226, 0.147], "homo_energy_ev": -13.44, "charge": 1, "homo_lumo_gap_ev": 9.49}

=====

## ii
{"formula": "C2H10NS", "method": "ωB97M-V/def2-TZVPD", "symbols": ["N", "H", "H", "H", "H", "C", "S", "C", "H", "H", "H", "H", "H", "H"], "coordinates": [[0.15, -0.03, -2.56], [-0.05, 0.94, -2.80], [-0.69, -0.63, -2.88], [0.85, -0.15, -3.27], [0.31, -0.41, -1.57], [-1.40, -0.24, 1.56], [0.03, -0.45, 0.40], [1.18, 0.96, 0.81], [-1.06, -0.34, 2.54], [-2.13, -0.96, 1.36], [-1.87, 0.79, 1.46], [1.95, 0.97, 0.04], [0.81, 2.01, 0.67], [1.55, 0.91, 1.84]], "nbo_charge": [-0.915, 0.451, 0.454, 0.437, 0.442, -0.678, 0.122, -0.728, 0.233, 0.241, 0.233, 0.227, 0.232, 0.250], "homo_energy_ev": -13.11, "charge": 1, "homo_lumo_gap_ev": 9.23}

=====

Least stable structure: ii

=====

## i
{"formula": "C2H5N3O", "method": "ωB97M-V/def2-TZVPD", "symbols": ["N", "C", "N", "H", "H", "H", "H", "N", "C", "O", "H"], "coordinates": [[1.51, -0.87, 0.41], [-0.12, -0.28, -1.51], [0.09, -0.22, -0.27], [1.71, -0.59, 1.36], [1.30, -1.87, 0.41], [-0.73, 0.47, -2.01], [0.32, -1.07, -2.12], [-1.66, 1.45, 0.83], [-0.57, 0.88, 1.02], [0.25, 0.74, 1.92], [-2.11, 1.35, -0.06]], "nbo_charge": [-0.616, -0.014, -0.225, 0.413, 0.348, 0.213, 0.194, -0.787, 0.781, -0.659, 0.350], "homo_energy_ev": -9.25, "homo_lumo_gap_ev": 8.77}

=====

## ii
{"formula": "C2H5N3O", "method": "ωB97M-V/def2-TZVPD", "symbols": ["C", "C", "N", "N", "N", "O", "H", "H", "H", "H", "H"], "coordinates": [[-0.16, -0.14, 0.68], [0.98, 0.35, -0.35], [-2.77, 0.48, 0.36], [-2.18, 0.28, -0.64], [-1.34, -0.71, 0.05], [2.04, -0.65, -0.45], [0.35, -0.74, 1.44], [-0.65, 0.82, 1.18], [1.53, 1.22, -0.03], [0.55, 0.55, -1.35], [1.66, -1.46, -0.90]], "nbo_charge": [-0.326, -0.087, 0.071, -0.029, -0.198, -0.724, 0.236, 0.217, 0.196, 0.176, 0.467], "homo_energy_ev": [-9.50, -9.75], "homo_lumo_gap_ev": [8.69, 9.09]}

=====

Least stable structure: ii

=====

## i
{"formula": "C2H5N3O", "method": "ωB97M-V/def2-TZVPD", "symbols": ["C", "N", "N", "C", "N", "O", "H", "H", "H", "H", "H"], "coordinates": [[0.30, 0.64, -2.08], [-0.85, 0.11, -1.77], [-1.17, -0.30, -0.51], [-0.46, -0.32, 0.72], [0.70, 0.23, 1.00], [1.18, -0.25, 2.29], [0.44, 0.93, -3.09], [1.00, 0.84, -1.28], [-1.99, -0.99, -0.49], [-0.85, -1.04, 1.50], [2.11, 0.11, 2.25]], "nbo_charge": [-0.160, -0.222, -0.438, 0.181, -0.230, -0.585, 0.192, 0.191, 0.402, 0.190, 0.480], "homo_energy_ev": -8.69, "smiles": "C=NN/C=N/O", "homo_lumo_gap_ev": 9.66}

=====

## ii
{"formula": "C2H5N3O", "method": "ωB97M-V/def2-TZVPD", "symbols": ["H", "N", "C", "N", "C", "N", "O", "H", "H", "H", "H"], "coordinates": [[1.12, -1.56, -1.32], [1.69, -0.83, -0.88], [0.98, 0.03, -0.27], [1.54, 1.11, 0.34], [-0.50, -0.05, -0.12], [-1.11, -0.46, 0.88], [-2.64, -0.19, 0.27], [2.55, 1.14, 0.35], [1.05, 1.56, 1.09], [-1.56, 0.27, -0.71], [-3.13, -1.02, 0.38]], "nbo_charge": [0.348, -0.680, 0.384, -0.799, -0.078, -0.082, -0.687, 0.405, 0.398, 0.315, 0.477], "homo_energy_ev": -9.75, "smiles": "[H]/N=C(N)\\C=N\\O", "homo_lumo_gap_ev": 10.56}

=====

## iii
{"formula": "C2H5N3O", "method": "ωB97M-V/def2-TZVPD", "symbols": ["H", "N", "C", "N", "C", "N", "O", "H", "H", "H", "H"], "coordinates": [[-0.60, 1.57, -0.87], [-1.35, 1.04, -0.39], [-0.70, 0.01, -0.07], [-1.24, -1.11, 0.38], [0.78, -0.28, -0.19], [1.40, 0.78, 0.21], [1.08, -1.41, -0.45], [-2.16, -1.06, 0.02], [-0.65, -1.78, 0.19], [2.50, 0.79, 0.33], [0.93, 1.45, 0.84]], "nbo_charge": [0.332, -0.696, 0.324, -0.774, 0.596, -0.799, -0.593, 0.390, 0.392, 0.405, 0.424], "homo_energy_ev": -9.65, "smiles": "[H]/N=C(/N)C(N)=O", "homo_lumo_gap_ev": 10.30}

=====

Least stable structure: ii